[1]
C21H38N4O | ωB97M-V/def2-TZVPD

Geometry (Å):
C 3.403 1.094 -5.532
C 4.067 1.586 -4.249
C 5.522 1.120 -4.202
C 3.323 1.094 -3.003
C 1.900 1.670 -2.890
N 1.246 1.600 -1.606
C 1.842 2.364 -0.532
C 0.799 2.597 0.565
N 0.292 1.314 0.990
C -0.489 1.301 2.214
C -0.512 -0.104 2.719
C 0.624 -0.853 3.080
N 0.306 -2.095 3.378
N -1.014 -2.171 3.220
C -1.562 -1.000 2.815
C -3.024 -0.842 2.569
C -3.518 -1.805 1.483
C -5.008 -1.597 1.226
C -5.807 -1.800 2.510
C -5.317 -0.850 3.599
C -3.828 -1.056 3.859
C -0.363 0.659 -0.120
C 0.708 0.328 -1.167
C 1.710 -0.664 -0.538
C 1.189 -2.103 -0.563
O 1.952 -2.971 0.240
H 2.396 1.490 -5.629
H 3.978 1.411 -6.400
H 3.350 0.007 -5.537
H 4.056 2.683 -4.249
H 6.068 1.484 -5.070
H 6.017 1.488 -3.307
H 5.570 0.033 -4.199
H 3.891 1.396 -2.120
H 3.283 0.004 -3.028
H 1.938 2.732 -3.160
H 1.245 1.168 -3.606
H 2.168 3.326 -0.934
H 2.714 1.863 -0.083
H 1.269 3.099 1.415
H -0.004 3.246 0.171
H 0.014 1.946 2.941
H -1.515 1.683 2.070
H 1.642 -0.520 3.133
H -1.487 -3.042 3.400
H -3.196 0.183 2.224
H -3.348 -2.837 1.798
H -2.955 -1.640 0.561
H -5.350 -2.294 0.459
H -5.172 -0.583 0.853
H -6.868 -1.629 2.317
H -5.691 -2.832 2.849
H -5.879 -1.017 4.520
H -5.490 0.182 3.284
H -3.480 -0.360 4.625
H -3.664 -2.071 4.229
H -0.839 -0.254 0.236
H -1.135 1.304 -0.576
H 0.236 -0.141 -2.039
H 2.668 -0.628 -1.052
H 1.868 -0.368 0.501
H 1.248 -2.513 -1.575
H 0.136 -2.129 -0.247
H 1.877 -2.684 1.159

Results
Kohn-Sham gap in eV: 8.77
Total energy in eV: -30401.6980
Structure (SMILES): CC(C)CCN1CCN(Cc2cn[nH]c2C2CCCCC2)C[C@@H]1CCO
Total charge: 0
HOMO energy in eV: -7.96
Energy relative to the best compared isomer or geometry (same formula, charge and spin) in kJ/mol: 26.5
Spin multiplicity: 1

Results of the Löwdin charge analysis, in e, for atoms 1 through 2: number 1, C, carries -0.0796; number 2, C, carries -0.4469



[2]
C18H26BeClF6N2O5 | ωB97M-V/def2-TZVPD

Geometry (Å):
C 1.146 -2.268 3.771
C 0.471 -1.276 3.770
C -0.215 0.021 3.569
N -0.760 0.085 2.212
C -0.061 -0.165 1.040
C 1.402 -0.514 0.872
C 2.253 0.765 1.052
C 3.777 0.568 1.059
C 4.431 0.361 2.435
F 5.755 0.636 2.260
F 4.379 -0.921 2.807
C 3.968 1.288 3.593
F 2.961 0.695 4.252
F 3.598 2.493 3.172
F 4.954 1.476 4.460
C -0.876 -0.023 -0.038
N -2.099 0.335 0.518
C -2.017 0.391 1.833
C -3.127 0.778 2.782
C -4.541 0.387 2.272
H 1.553 -3.252 3.673
H 0.519 0.815 3.731
H -1.009 0.088 4.311
H 1.480 -0.905 -0.141
H 1.749 -1.330 1.617
H 1.988 1.460 0.095
H 1.853 1.272 1.926
H 4.052 -0.298 0.447
H 4.252 1.435 0.593
H -0.606 -0.152 -1.080
H -2.937 0.546 -0.005
H -3.084 1.875 2.841
H -2.920 0.426 3.792
H -4.530 0.078 1.225
H -5.203 1.251 2.326
H -4.914 -0.450 2.863
C 1.936 0.371 -4.587
C 1.124 0.831 -3.391
O 0.346 -0.263 -2.882
O 1.093 -0.131 -5.606
H 2.520 1.216 -5.016
H 2.629 -0.429 -4.296
H 0.418 1.606 -3.686
H 1.773 1.219 -2.601
H 0.957 -0.896 -2.482
H 0.375 -0.608 -5.168
Cl 1.921 3.064 0.792
C -3.029 -0.806 -3.638
C -4.356 -1.455 -3.956
O -4.729 -2.028 -2.696
C -4.099 -1.348 -1.726
O -4.317 -1.458 -0.560
O -3.167 -0.500 -2.241
H -2.848 0.096 -4.217
H -2.186 -1.486 -3.766
H -5.118 -0.732 -4.252
H -4.280 -2.221 -4.722
F 2.319 -2.699 1.337
Be 3.077 0.684 -6.544

Results
Kohn-Sham gap in eV: 1.86
Total energy in eV: -61517.3143
Total charge: +1
HOMO energy in eV: -9.20
Spin multiplicity: 1

Results of the Löwdin charge analysis, in e, for atoms 1 through 2: number 1, C, carries 0.1472; number 2, C, carries -0.0874



[3]
C17H23NO5 | ωB97M-V/def2-TZVPD

Geometry (Å):
C -1.824 -4.038 -0.184
C -0.200 -4.105 -0.333
C 0.440 -2.740 0.219
C 1.861 -2.905 0.143
C 2.382 -1.763 0.951
C 2.139 -0.383 -0.162
O 2.766 -0.034 -1.093
N 1.074 0.203 0.332
C 0.506 1.573 -0.396
C 1.195 2.870 0.439
C 2.576 2.488 0.696
O 3.235 1.940 1.581
O 3.287 3.106 -0.541
C 4.625 2.651 -0.746
C -0.871 1.337 -0.516
C -1.478 1.718 -1.607
C -2.894 1.646 -1.921
C -3.708 1.540 -0.523
C -3.001 1.295 0.659
C -1.711 1.376 0.837
O -4.036 1.433 1.687
C -5.285 1.457 0.794
O -5.115 1.672 -0.346
H -2.359 -5.083 -0.663
H -2.317 -3.882 0.689
H -2.090 -3.248 -0.843
H -0.138 -4.893 0.466
H -0.134 -4.258 -1.338
H -0.144 -2.594 1.385
H -0.011 -2.043 -0.147
H 2.192 -3.938 0.542
H 2.059 -3.041 -0.823
H 2.140 -1.481 2.082
H 3.536 -1.728 0.794
H 0.534 0.200 1.229
H 1.073 1.285 -1.294
H 0.968 3.815 -0.051
H 0.750 2.764 1.297
H 5.204 2.874 0.349
H 4.727 1.502 -0.938
H 5.020 3.264 -1.388
H -0.797 1.717 -2.537
H -3.350 1.920 -3.003
H -1.130 1.455 1.673
H -5.832 0.666 1.138
H -5.865 2.391 1.409

Results
Kohn-Sham gap in eV: 8.15
Total energy in eV: -29716.2008
Structure (SMILES): CCCCCC(=O)N[C@H](CC(=O)OC)c1ccc2c(c1)OCO2
Total charge: 0
HOMO energy in eV: -8.61
Energy relative to the best compared isomer or geometry (same formula, charge and spin) in kJ/mol: 1532.8
Spin multiplicity: 1

Results of the Löwdin charge analysis, in e, for atoms 1 through 2: number 1, C, carries -0.1222; number 2, C, carries -0.1824